ORCA calculation (wB97M-V/def2-TZVPD) on C54H48F3N3O6ReS4Si as an isolated structure.

Element x y z (Å)
Re -0.074 0.274 0.196
C -3.202 6.460 -0.628
Si -3.795 4.696 -0.450
C -5.472 4.719 0.382
C -4.008 3.981 -2.164
C -2.601 3.833 0.744
C -2.479 4.411 2.000
C -1.620 3.846 2.940
C -0.902 2.727 2.605
N -0.972 2.130 1.402
C -1.816 2.686 0.525
S -1.839 1.838 -0.991
H -3.878 7.014 -1.282
H -2.201 6.496 -1.063
H -3.166 6.974 0.334
H -6.192 5.240 -0.253
H -5.438 5.232 1.345
H -5.843 3.707 0.556
H -4.726 4.610 -2.696
H -4.398 2.963 -2.149
H -3.075 3.979 -2.730
H -3.043 5.299 2.263
H -1.503 4.267 3.928
H -0.253 2.307 3.346
C 2.481 -7.078 -4.195
C 2.132 -5.844 -3.409
C 1.111 -4.992 -3.820
C 0.794 -3.856 -3.092
C 1.516 -3.569 -1.943
C 2.538 -4.398 -1.506
C 2.833 -5.531 -2.246
S 1.091 -2.064 -1.056
O 1.521 -2.572 0.391
C 2.383 -1.202 -2.065
C 3.606 -1.252 -1.351
C 4.808 -1.304 -1.982
C 4.789 -1.598 -3.367
C 5.965 -2.044 -4.021
C 5.913 -2.539 -5.290
C 4.662 -2.639 -5.934
C 3.531 -2.164 -5.338
C 3.560 -1.540 -4.059
C 2.339 -1.004 -3.448
C 1.265 -0.527 -4.332
C 1.525 -0.152 -5.725
C 2.804 0.196 -6.231
C 3.010 0.499 -7.548
C 1.942 0.506 -8.465
C 0.680 0.294 -7.992
C 0.448 0.019 -6.623
C -0.885 0.013 -6.132
C -1.087 0.019 -4.791
C -0.005 -0.185 -3.901
S -0.468 0.326 -2.202
O -1.039 -1.232 -2.121
C 0.661 1.865 -2.341
C 1.605 2.042 -1.351
C 2.455 3.144 -1.337
C 2.358 4.106 -2.332
C 3.263 5.308 -2.343
C 1.390 3.933 -3.327
C 0.550 2.832 -3.334
H 1.850 -7.176 -5.076
H 2.353 -7.973 -3.584
H 3.521 -7.043 -4.522
H 0.554 -5.215 -4.722
H 0.001 -3.191 -3.417
H 3.103 -4.172 -0.613
H 3.631 -6.183 -1.911
H 3.571 -1.323 -0.271
H 5.729 -1.346 -1.416
H 6.897 -2.040 -3.470
H 6.808 -2.906 -5.774
H 4.593 -3.097 -6.912
H 2.587 -2.296 -5.846
H 3.648 0.279 -5.564
H 4.010 0.746 -7.882
H 2.111 0.739 -9.507
H -0.175 0.384 -8.652
H -1.711 0.166 -6.816
H -2.069 0.212 -4.378
H 1.743 1.315 -0.542
H 3.191 3.246 -0.548
H 3.952 5.290 -1.501
H 2.681 6.229 -2.283
H 3.850 5.343 -3.261
H 1.296 4.679 -4.108
H -0.195 2.727 -4.115
N 0.560 0.222 2.599
C 1.672 1.062 3.052
C 2.066 2.189 2.349
C 3.090 2.985 2.841
C 3.704 2.684 4.046
C 3.295 1.565 4.760
C 2.275 0.764 4.268
S 5.040 3.733 4.647
O 5.733 4.114 3.428
O 5.786 2.862 5.537
O 4.327 4.817 5.303
H 0.815 -0.717 2.889
H -0.272 0.359 3.176
H 1.596 2.450 1.412
H 3.425 3.856 2.291
H 3.785 1.336 5.697
H 1.953 -0.105 4.835
F -5.898 -2.657 2.841
C -4.926 -3.404 2.298
F -4.512 -4.274 3.225
F -5.474 -4.104 1.294
C -3.798 -2.537 1.797
C -4.045 -1.580 0.830
C -3.007 -0.790 0.376
N -1.751 -0.898 0.835
C -1.529 -1.840 1.767
C -2.508 -2.672 2.273
H -5.034 -1.439 0.418
H -3.175 -0.043 -0.382
H -0.513 -1.942 2.113
H -2.252 -3.408 3.021
O 1.423 -1.103 0.793

ΔE to the lowest compared entry with this formula, charge and spin (eV): 12.313
E_LUMO (alpha / beta) (eV): -1.6 / -2.1
Spin multiplicity: 2
Total charge: 0
HOMO (alpha / beta) (eV): -7.267 / -7.267
Frontier orbital gap (alpha / beta) (eV): 5.7 / 5.1
⟨S²⟩: 0.83
E_tot (eV): -135022.3344

=====

ORCA calculation (wB97M-V/def2-TZVPD) on a 2-piece molecular cluster, C3H4N2S2 overall.

Element x y z (Å)
C 0.229 0.058 0.115
C 0.425 0.735 -2.227
C 1.072 1.206 -0.124
N 1.147 1.512 -1.488
N -0.981 -1.480 1.805
S -0.354 -0.599 -1.342
S 1.934 2.128 0.929
H -1.455 -0.556 1.698
H 0.223 0.976 -3.292
H -1.415 -2.075 1.187
H -0.826 -1.904 2.740

ΔE to the lowest compared entry with this formula, charge and spin (eV): 0.000
E_LUMO (alpha / beta) (eV): 0.5 / -1.7
Spin multiplicity: 3
Total charge: 0
HOMO (alpha / beta) (eV): -8.424 / -8.648
Frontier orbital gap (alpha / beta) (eV): 8.9 / 6.9
⟨S²⟩: 2.05
E_tot (eV): -27822.3436

=====

ORCA calculation (wB97M-V/def2-TZVPD) on an isolated ion of composition C9H15N4 and charge +1.

Element x y z (Å)
C -1.958 -1.361 0.680
N -0.969 -2.026 0.177
C 0.269 -1.369 -0.300
N 1.218 -1.577 0.462
C 2.536 -0.942 0.541
C 2.447 0.657 0.464
N 1.230 0.995 1.054
C 0.063 1.319 0.634
C -1.267 1.100 1.418
C -2.171 0.127 0.683
C -0.232 1.727 -0.878
N -0.697 0.523 -1.637
C 0.155 -0.616 -1.725
H -2.871 -1.854 0.725
H -0.893 -3.001 0.265
H 2.930 -1.198 1.498
H 3.270 -1.548 -0.084
H 3.206 0.844 1.160
H 2.623 1.020 -0.630
H -1.770 2.046 1.487
H -1.004 0.798 2.410
H -3.152 0.269 1.052
H -2.376 0.405 -0.443
H -1.116 2.391 -0.870
H 0.588 2.288 -1.406
H -1.224 0.857 -2.403
H 1.265 -0.452 -2.000
H -0.098 -1.421 -2.332

ΔE to the lowest compared entry with this formula, charge and spin (eV): 3.397
E_LUMO (eV): -4.6
Total charge: +1
HOMO (eV): -12.150
Frontier orbital gap (eV): 7.6
E_tot (eV): -15526.4012

=====

ORCA calculation (wB97M-V/def2-TZVPD) on a single C5H8BNO3 molecule.

Element x y z (Å)
O -2.797 0.981 -0.237
B -2.054 -0.277 -0.142
O -2.495 -1.434 -0.420
C -0.473 -0.298 0.383
C -0.068 1.097 1.032
C 1.253 1.402 1.038
N 2.317 0.687 0.521
C 2.084 -0.236 -0.292
O 3.093 -1.000 -0.740
C 0.622 -0.611 -0.713
H -3.644 0.800 -0.663
H -3.359 -1.790 -0.699
H -0.298 -1.076 1.094
H -0.883 1.932 1.187
H 1.555 2.355 1.526
H 3.877 -0.820 -0.247
H 0.760 -1.715 -0.955
H 0.509 0.005 -1.672

ΔE to the lowest compared entry with this formula, charge and spin (eV): 0.434
E_LUMO (eV): 0.1
Total charge: 0
HOMO (eV): -8.188
Frontier orbital gap (eV): 8.3
E_tot (eV): -13624.7960

=====

ORCA calculation (wB97M-V/def2-TZVPD) on a 2-piece molecular cluster, C2H7N5 overall.

Element x y z (Å)
C 1.647 -0.453 -0.004
C 1.188 0.795 0.043
N -2.466 -1.715 0.233
N -2.674 2.126 -0.411
N -1.422 -1.029 -0.014
N -2.187 1.158 0.203
N -1.452 0.256 -0.250
H 1.934 -0.805 0.898
H -0.583 -1.361 -0.353
H 1.710 -1.053 -0.807
H 1.248 1.527 0.837
H 0.735 1.189 -0.905
H -2.450 -2.630 -0.233
H -2.920 2.770 0.358

ΔE to the lowest compared entry with this formula, charge and spin (eV): 7.239
E_LUMO (alpha / beta) (eV): -0.2 / 0.0
Total charge: 0
HOMO (alpha / beta) (eV): -8.166 / -8.108
Frontier orbital gap (alpha / beta) (eV): 8.0 / 8.1
E_tot (eV): -9630.7992

=====

ORCA calculation (wB97M-V/def2-TZVPD) on a 2-piece molecular cluster, C6H18N3 overall.

Element x y z (Å)
C -1.075 -0.237 -1.299
C -1.566 0.569 -0.118
C -1.544 -1.708 -1.209
C -1.537 0.370 -2.622
H 0.022 -0.327 -1.252
H -1.314 0.131 0.863
H -2.655 0.648 -0.050
H -0.859 -2.343 -1.784
H -1.650 -2.136 -0.216
H -2.510 -1.815 -1.702
H -1.061 -0.156 -3.447
H -2.612 0.163 -2.690
H -1.481 1.457 -2.628
H -1.146 1.575 -0.096
C 2.056 -1.310 0.705
C 1.522 0.922 1.615
N 2.079 0.166 0.690
N 1.021 0.370 2.729
N 1.410 2.241 1.459
H 2.304 0.633 -0.177
H 1.103 -0.625 2.854
H 0.343 0.854 3.292
H 1.947 2.739 0.764
H 1.030 2.794 2.209
H 2.621 -1.676 1.553
H 2.522 -1.637 -0.212
H 1.028 -1.662 0.767

ΔE to the lowest compared entry with this formula, charge and spin (eV): 0.328
E_LUMO (eV): -3.0
Total charge: +1
HOMO (eV): -14.124
Frontier orbital gap (eV): 11.1
E_tot (eV): -10978.9388

=====

What is the ΔE to the lowest compared entry with this formula, charge and spin in the sixth record? 0.328 eV